Molecular formula: C68H97FN2O28P2
Method: DFT, wB97M-V/def2-TZVPD

Last column: Löwdin charge in e.
Cartesian coordinates (Å):
C 2.68740 1.08884 1.66134  -0.04
C 1.98350 1.14551 0.27181  -0.13
N 0.85777 0.20582 0.06821  -0.01
C 0.86427 -1.20393 0.02521  0.02
C -0.48828 -1.65857 0.00042  0.01
N -1.29699 -0.52177 -0.09244  -0.05
C -0.49175 0.58531 -0.04223  0.03
C -2.75674 -0.52874 -0.34331  0.03
H 3.28480 0.18093 1.74453  0.06
H 2.05457 1.39584 2.49403  0.06
H 3.28695 1.99911 1.66778  0.07
H 2.70518 0.91502 -0.51186  0.10
H 1.68242 2.16950 0.05069  0.12
H 1.73666 -1.79713 0.25642  0.11
H -0.99736 -2.61014 0.04234  0.11
H -0.79218 1.62019 -0.11411  0.13
H -3.27042 -1.48480 -0.24244  0.09
H -2.85493 -0.18165 -1.37190  0.08
H -3.22411 0.11782 0.39941  0.09
F -1.85706 3.86105 -1.31480  -0.50
C 3.03100 -2.34740 -4.59874  -0.03
C 2.30537 -2.58672 -5.77068  -0.04
C 1.08629 -1.97098 -5.88962  -0.35
C 0.67550 -0.93490 -5.03950  0.02
C 1.43452 -0.67550 -3.86043  0.01
C 2.62988 -1.38835 -3.67513  -0.29
O 3.34276 -1.07727 -2.49843  0.00
O 0.23519 -2.42226 -6.88101  0.03
H 3.92918 -2.90120 -4.36856  0.11
H 2.57514 -3.41247 -6.41236  0.12
H -0.17526 -0.36036 -5.37492  0.11
H 1.08951 -0.05793 -3.04436  0.10
H 4.26155 -1.35551 -2.50199  0.09
H 0.83156 -2.53779 -7.62437  0.10
C 3.03198 3.94695 -1.86997  -0.03
C 1.70804 4.22588 -2.07320  0.01
C 1.01721 3.59847 -3.15903  -0.29
C 1.68715 2.75539 -4.00118  -0.02
C 3.05772 2.54518 -3.84321  -0.01
C 3.64748 3.13264 -2.78067  -0.33
O 5.00746 2.90712 -2.61474  0.02
O -0.27693 3.96075 -3.48714  0.00
H 3.60187 4.22076 -0.99438  0.10
H 1.13113 4.79854 -1.36212  0.10
H 1.15426 2.35943 -4.85303  0.12
H 3.53866 1.87147 -4.53691  0.12
H 5.17469 3.24712 -1.73267  0.03
H -0.68915 4.14248 -2.63941  0.02
C -1.76570 4.81680 4.80127  0.02
C -1.45842 3.93449 3.76503  -0.05
C -1.65279 4.32999 2.42293  -0.33
C -2.29537 5.51835 2.13766  -0.02
C -2.64005 6.39938 3.12194  -0.02
C -2.39192 6.03841 4.43877  -0.27
O -2.75387 6.98988 5.43316  -0.01
O -1.23837 3.49840 1.41272  0.01
H -1.72886 4.45687 5.81886  0.12
H -1.10580 2.91771 3.85571  0.10
H -2.66626 5.78773 1.15977  0.13
H -3.42452 7.10152 2.88110  0.13
H -2.39365 7.87164 5.31335  0.09
H -1.67824 3.67618 0.57815  0.02
C -7.68327 2.41776 -0.36099  -0.02
C -6.58908 2.95872 0.36180  0.00
C -5.32184 2.78465 -0.21554  -0.32
C -5.05609 2.31113 -1.45861  -0.01
C -6.16033 1.88093 -2.21289  0.02
C -7.42281 1.89307 -1.61962  -0.37
O -8.42052 1.57686 -2.43870  0.05
O -4.20254 3.15894 0.53839  -0.01
H -8.70535 2.63760 -0.09004  0.11
H -6.68779 3.28031 1.38807  0.11
H -4.03134 2.07989 -1.70926  0.10
H -6.03164 1.53056 -3.22634  0.11
H -9.27651 1.80555 -2.06912  0.10
H -3.47763 3.30611 -0.07353  0.03
C -3.86838 2.50085 -5.67600  0.01
C -2.90373 2.45783 -4.67259  -0.02
C -2.42091 1.31675 -4.07494  -0.32
C -2.99813 0.12347 -4.50833  -0.02
C -4.04256 0.10037 -5.43877  -0.02
C -4.40814 1.25564 -6.04530  -0.37
O -5.19193 1.22848 -7.13052  0.06
O -1.43080 1.38212 -3.11350  0.01
H -4.25205 3.39258 -6.14930  0.12
H -2.53708 3.46020 -4.50759  0.12
H -2.67578 -0.77816 -4.00878  0.08
H -4.51771 -0.83988 -5.67659  0.12
H -5.51523 2.09640 -7.38309  0.10
H -1.47213 2.28484 -2.78948  0.04
C 3.01991 -4.01489 1.68080  0.00
C 4.40345 -3.72267 1.52063  0.02
C 4.85394 -3.78585 0.19691  -0.33
C 4.04577 -4.06578 -0.96105  -0.02
C 2.74269 -4.28417 -0.73515  -0.02
C 2.23315 -4.33919 0.58649  -0.33
O 0.91598 -4.52376 0.83335  0.03
O 6.14757 -3.48502 0.08633  0.02
H 2.56416 -4.04717 2.65940  0.10
H 5.11961 -3.66292 2.32682  0.11
H 4.42044 -3.88048 -1.95689  0.10
H 2.03402 -4.47799 -1.52675  0.10
H 0.41490 -4.82216 0.07080  -0.02
H 6.48742 -3.76820 -0.76568  0.13
C 3.72006 4.43973 2.93213  0.00
C 4.61278 5.12190 2.12451  -0.04
C 4.17797 5.75653 0.97757  -0.33
C 2.77895 5.85828 0.74147  -0.05
C 1.81751 5.25570 1.47991  0.01
C 2.34147 4.48233 2.58034  -0.31
O 1.51404 3.85552 3.40347  0.04
O 5.03453 6.38535 0.09523  0.04
H 3.98709 3.90714 3.83293  0.10
H 5.65879 5.23972 2.36611  0.12
H 2.39398 6.41050 -0.10308  0.12
H 0.77797 5.28869 1.18896  0.11
H 0.61143 4.16090 3.28665  0.05
H 5.94886 6.11272 0.20144  0.09
C 7.14163 2.03802 1.44745  -0.01
C 7.40001 0.75824 1.90424  0.00
C 6.69748 -0.34574 1.37659  -0.34
C 5.76419 -0.19424 0.36776  0.01
C 5.51300 1.11953 -0.12633  0.01
C 6.22374 2.20097 0.40195  -0.31
O 5.95273 3.39928 -0.13949  0.01
O 6.94379 -1.56114 1.85768  0.04
H 7.61116 2.92569 1.84493  0.11
H 8.14530 0.56118 2.66062  0.12
H 5.28211 -1.05130 -0.07883  0.10
H 4.74169 1.19070 -0.87893  0.09
H 6.53834 4.12288 0.09519  0.11
H 6.65179 -2.29937 1.31791  0.05
C -2.36275 -7.63892 -3.32612  -0.18
O -2.04678 -6.97044 -2.17310  -0.19
P -0.97862 -5.67169 -2.37457  0.60
O -0.54594 -5.14335 -1.04098  -0.22
O 0.32703 -6.24845 -3.31806  -0.24
C 1.01707 -5.34767 -4.17581  -0.11
O -1.74121 -4.68164 -3.30395  -0.21
C -1.53053 -3.23804 -3.34150  -0.04
H -2.14690 -7.22007 -4.30901  0.09
H -3.44044 -7.79610 -3.28172  0.09
H -1.94677 -8.64586 -3.35972  0.09
H 2.08212 -5.54510 -4.05419  0.09
H 0.83112 -4.33620 -3.81464  0.06
H 0.68442 -5.46567 -5.20708  0.10
H -1.10387 -3.00711 -4.31758  0.08
H -0.71225 -2.96273 -2.67612  0.08
H -2.45891 -2.67821 -3.22834  0.08
C -3.65013 -3.12240 5.66227  -0.07
O -3.75166 -1.99294 4.75750  -0.25
P -2.62182 -1.72295 3.60964  0.53
O -2.35571 -2.83231 2.66072  -0.23
O -3.16165 -0.38356 2.82140  -0.28
C -3.44910 0.86003 3.54204  -0.03
O -1.25630 -1.18173 4.43289  -0.22
C -0.25236 -0.51982 3.72726  -0.14
H -3.34086 -2.82115 6.66312  0.09
H -2.91608 -3.82358 5.26526  0.09
H -4.63439 -3.58978 5.69211  0.09
H -2.51550 1.41977 3.59852  0.06
H -3.92733 0.63329 4.49492  0.09
H -4.16296 1.38036 2.90349  0.08
H 0.47947 -1.28688 3.47399  0.09
H 0.38340 0.05505 4.40064  0.07
H -0.50932 0.17757 2.92993  0.08
C 3.30097 1.39550 5.58971  -0.07
O 4.04545 0.17051 5.67637  -0.16
C 4.48196 -0.28756 4.43777  -0.24
C 5.32106 -1.54605 4.71683  -0.17
O 4.76689 -2.49048 5.63756  -0.15
C 3.47936 -2.94320 5.26792  -0.10
H 2.35137 1.29162 5.06476  0.06
H 3.86659 2.18800 5.09969  0.07
H 3.07352 1.72966 6.60199  0.09
H 5.09983 0.43104 3.89929  0.12
H 3.62716 -0.48170 3.78991  0.09
H 6.38014 -1.34804 4.88190  0.13
H 5.30289 -1.92011 3.69318  0.08
H 2.71354 -2.17284 5.17750  0.08
H 3.12007 -3.57629 6.07922  0.09
H 3.49030 -3.65947 4.44638  0.06
C -5.83656 -1.26518 1.89873  -0.06
O -5.35923 -2.26968 0.97551  -0.19
C -5.51864 -3.59061 1.31287  -0.22
C -5.05180 -4.55916 0.22098  -0.20
O -6.10019 -4.88726 -0.64175  -0.18
C -5.69333 -5.51687 -1.84851  -0.10
H -6.90661 -1.15003 1.72599  0.09
H -5.52911 -0.23291 1.73143  0.07
H -5.61134 -1.61639 2.90572  0.08
H -6.58331 -3.78744 1.43872  0.13
H -4.91976 -3.94218 2.15302  0.11
H -4.74602 -5.47486 0.72703  0.13
H -4.23654 -4.24924 -0.43278  0.12
H -6.42422 -5.74400 -2.62459  0.09
H -5.20258 -6.46547 -1.63075  0.08
H -5.03320 -4.86365 -2.41915  0.08

As for the charge: 0. The calculation puts the orbital gap at 0.27759 Eh. Its electronic energy is -5648.092871 hartree. Its spin multiplicity is 1. The maximum force is 5.4 eV Å⁻¹.